Record 1
78
Properties=species:S:1:pos:R:3:lowdin_charge:R:1 method="wB97M-V/def2-TZVPD" lumo_ev="-4.8 / -8.0" de_lowest_kcal_mol=0.00 orbital_gap_ev="6.7865 / 3.6103" homo_ev="-11.6 / -11.6" charge=+1 spin_multiplicity=2
C 4.64538 -9.01314 -1.03022 -0.073
C 3.57967 -8.91801 -2.09575 -0.203
O 2.63751 -7.89398 -1.57636 0.072
C 3.25545 -7.23737 -0.54239 -0.442
O 3.00140 -6.09006 -0.03316 0.027
O 4.39416 -7.91524 -0.19880 0.060
F 2.75695 -10.02601 -2.03518 0.047
H 5.66852 -9.05584 -1.40366 0.144
H 4.49895 -9.89461 -0.40600 0.147
H 3.86630 -8.68490 -3.12123 0.170
C -3.02840 7.40997 -2.34062 -0.029
C -2.83825 7.40965 -0.96876 0.001
C -2.19795 6.30330 -0.36249 0.011
C -1.82226 5.19915 -1.00555 -0.137
C -2.06784 5.23382 -2.37408 -0.062
C -2.73218 6.25738 -3.06796 0.029
C -1.51776 4.13161 -3.28389 -0.195
O -1.65313 4.05859 -4.52399 0.120
C -0.89304 2.94702 -2.61201 0.016
C -0.53614 1.81707 -3.27360 0.031
C 0.12005 0.77921 -2.67238 0.029
C 0.22952 0.76501 -1.28197 0.043
C -0.21252 1.86867 -0.49379 0.052
C -0.80922 2.92375 -1.13871 0.030
C -1.16360 4.17186 -0.26786 -0.253
O -0.97240 4.17169 0.93900 0.144
H -3.55062 8.18463 -2.88245 0.118
H -3.09623 8.31897 -0.44627 0.118
H -2.11633 6.35449 0.71321 0.131
H -3.05646 6.07650 -4.08213 0.128
H -0.63811 1.86258 -4.34781 0.141
H 0.57232 -0.07421 -3.15565 0.115
H 0.62421 -0.11427 -0.79466 0.077
H -0.15724 1.58255 0.54615 0.106
C -4.05766 5.27484 3.85405 -0.041
C -3.27043 4.89789 4.95805 -0.045
C -2.46145 3.72398 5.00068 0.024
C -2.54791 2.84768 3.89873 -0.076
C -3.46094 3.10668 2.82533 -0.070
C -4.10815 4.34627 2.79745 -0.025
C -3.59304 2.14129 1.61768 -0.265
O -4.17940 2.41355 0.59464 0.094
C -2.77370 0.86083 1.68008 -0.094
C -2.73180 -0.02191 0.59520 0.000
C -1.94169 -1.21179 0.65041 -0.055
C -1.15066 -1.37096 1.77091 -0.114
C -1.26847 -0.57757 2.92259 -0.005
C -1.99628 0.62580 2.83561 -0.066
C -1.64332 1.63043 3.91371 -0.289
O -0.85751 1.46603 4.80988 0.112
H -4.52197 6.24988 3.86509 0.106
H -3.24501 5.52955 5.83370 0.102
H -1.79550 3.52880 5.82822 0.118
H -4.87734 4.45659 2.04740 0.114
H -3.37472 0.22363 -0.23712 0.117
H -2.06223 -1.99171 -0.08688 0.087
H -0.54251 -2.26247 1.81304 0.014
H -0.63617 -0.84692 3.75569 0.116
C -0.49292 -6.19486 -0.40042 -1.499
Br -1.19191 -6.59518 -2.22678 0.536
Br -0.15358 -7.88282 0.65250 0.551
Br -1.58437 -5.04443 0.74654 0.570
H 0.42529 -5.62445 -0.54052 -0.112
C 5.92520 -3.37287 -3.53557 -1.347
Br 6.08630 -3.23156 -1.52995 0.536
Br 5.71469 -1.52375 -4.28327 0.482
Br 4.24710 -4.38898 -4.16833 0.469
H 6.79547 -3.77282 -4.05593 -0.020
C 4.11997 0.59107 2.15121 -1.469
Br 4.67460 2.41393 1.57771 0.528
Br 2.13294 0.63407 2.65962 0.494
Br 5.21198 -0.09327 3.63477 0.567
H 4.21047 -0.15210 1.35898 -0.091
C 2.50795 -2.80760 -0.76316 -1.432
Br 2.02846 -2.93565 1.13423 0.651
Br 3.36705 -1.06377 -1.32893 0.532
Br 1.05495 -3.31369 -2.00693 0.574
H 3.22740 -3.59185 -0.99861 -0.095

***

Record 2
73
Properties=species:S:1:pos:R:3:lowdin_charge:R:1 method="wB97M-V/def2-TZVPD" lumo_ev="3.6 / 2.8" de_lowest_kcal_mol=24.03 orbital_gap_ev="2.7598 / 4.9299" homo_ev="0.8 / -2.1" charge=-2 spin_multiplicity=5
Pt 1.41096 0.52547 0.74802 1.215
Br 1.29227 4.30737 6.90683 0.634
C 1.80478 3.30841 5.32953 -0.712
C 3.05172 2.66841 5.28866 -0.709
Br 4.25047 2.81506 6.79472 0.641
C 3.42671 1.95741 4.16700 -0.612
Br 5.10281 1.05813 4.07444 0.748
C 2.60905 1.88814 3.03017 -0.393
O 2.96169 1.36170 1.92142 -0.180
C 1.27928 2.50545 3.07513 -0.404
O 0.52519 2.38742 2.07811 -0.078
C 0.95892 3.23358 4.25567 -0.608
Br -0.76339 4.05183 4.27734 0.736
C 5.27317 0.07914 -1.72889 -0.132
C 5.01810 0.91999 -2.81108 -0.143
C 3.81953 1.59034 -2.88107 -0.053
C 2.86245 1.42517 -1.87065 -0.275
N 3.14833 0.62149 -0.83353 -0.007
C 4.29835 -0.02672 -0.75621 -0.180
C 1.56816 2.06775 -1.81504 -0.215
C 1.04674 2.83428 -2.86775 -0.080
C -0.16373 3.48135 -2.75036 -0.138
C -0.90328 3.35909 -1.58127 -0.122
C -0.43561 2.54414 -0.55538 -0.129
C 0.78743 1.91207 -0.65348 -0.197
H 6.20166 -0.46684 -1.64708 0.072
H 5.76598 1.04412 -3.58427 0.078
H 3.60736 2.25617 -3.70647 0.086
H 4.42918 -0.65723 0.11535 0.048
H 1.59676 2.89165 -3.80038 0.086
H -0.54623 4.07559 -3.57187 0.084
H -1.84751 3.87593 -1.46786 0.082
H -1.04429 2.45513 0.33249 0.069
O -0.28180 -2.15752 2.05512 -0.434
S 0.88146 -1.58045 2.74440 0.069
O 1.17880 -2.34063 3.93648 -0.387
O 0.72863 -0.13280 2.99848 -0.437
S 2.49799 -1.71681 1.52745 0.458
N 0.31493 -0.69265 -0.36721 -0.391
P -1.10257 -1.35023 -0.29463 0.812
C -1.81114 -0.87539 -1.97296 -0.226
C -3.14440 -1.03906 -2.34719 -0.100
C -3.58667 -0.65968 -3.60789 -0.114
C -2.71196 -0.08568 -4.51722 -0.119
C -1.38514 0.10176 -4.15285 -0.089
C -0.94337 -0.29853 -2.90102 -0.073
C -1.12607 -3.17277 -0.51768 -0.249
C 0.09759 -3.82509 -0.40437 -0.082
C 0.17881 -5.20228 -0.51968 -0.081
C -0.96530 -5.95053 -0.76749 -0.113
C -2.17973 -5.30319 -0.92746 -0.107
C -2.25973 -3.92221 -0.81539 -0.090
C -2.48629 -0.74366 0.75396 -0.249
C -2.23330 0.44243 1.43970 -0.075
C -3.17939 0.98931 2.28812 -0.061
C -4.40406 0.35755 2.45760 -0.103
C -4.65946 -0.82956 1.79078 -0.101
C -3.70520 -1.38136 0.94566 -0.093
H -3.86565 -1.44353 -1.64682 0.077
H -4.62602 -0.80429 -3.88269 0.087
H -3.06125 0.22703 -5.49466 0.086
H -0.69019 0.56836 -4.84183 0.096
H 0.08512 -0.14962 -2.60459 0.084
H 0.97999 -3.23077 -0.21041 0.047
H 1.13437 -5.70041 -0.40862 0.098
H -0.90700 -7.02997 -0.84249 0.088
H -3.07295 -5.87757 -1.14590 0.090
H -3.21144 -3.43850 -0.98365 0.073
H -1.26257 0.90532 1.34832 0.050
H -2.94644 1.89382 2.83674 0.088
H -5.14466 0.77194 3.13100 0.090
H -5.60070 -1.34626 1.93990 0.091
H -3.91622 -2.32753 0.46871 0.077